[1]
16
Properties=species:S:1:pos:R:3:forces:R:3:nbo_charge:R:1 method="wB97M-V/def2-TZVPD" homo_ev="-7.964 / -9.425" total_energy_ha=-491.8735 gap_ev="6.287 / 8.096"
C -2.326 -0.504 -0.148 -2.139 1.517 2.050 -0.25
C -1.660 -1.734 -0.412 -0.525 -1.844 -0.971 -0.26
C -1.389 0.439 0.170 0.108 -2.911 -0.580 -0.03
C -0.330 -1.528 -0.356 -1.653 1.777 1.012 -0.04
C 1.129 2.632 0.078 0.795 -5.281 -1.000 -0.22
C 1.012 0.474 0.068 1.073 4.777 0.621 0.36
N -0.135 -0.180 0.102 -0.771 -1.049 -1.458 -0.41
N 2.208 -0.285 -0.030 0.359 -2.445 2.427 0.40
O 3.122 0.024 -0.742 0.208 0.963 -0.814 -0.34
O 2.298 -1.288 0.776 -0.775 2.021 -1.568 -0.44
H -3.431 -0.320 0.155 2.028 -0.527 -1.225 0.24
H -2.131 -2.727 -0.688 0.626 1.551 0.431 0.24
H -1.444 1.426 0.441 -0.251 2.028 0.583 0.22
H 0.462 -2.171 -0.484 1.573 -1.109 -0.209 0.24
H 2.171 2.715 0.306 0.558 0.208 -0.113 0.16
H 0.443 3.029 0.764 -1.214 0.324 0.812 0.14


[2]
50
Properties=species:S:1:pos:R:3:forces:R:3:nbo_charge:R:1 method="wB97M-V/def2-TZVPD" homo_ev=-8.974 total_energy_ha=-1451.9962 gap_ev=9.469 smiles="CCCc1cc(=O)[nH]c(SCC(=O)N(Cc2ccccc2)C(C)C)n1"
C 0.865 1.641 -5.251 0.175 0.141 0.105 -0.60
C 1.826 2.027 -4.132 -0.185 -0.233 0.028 -0.40
C 1.703 1.069 -2.953 0.174 0.350 -0.232 -0.44
C 2.605 1.353 -1.791 0.266 0.323 0.017 0.28
C 3.504 2.370 -1.724 -0.207 -0.079 -0.251 -0.40
C 4.332 2.559 -0.561 -0.073 -0.125 0.116 0.63
O 5.161 3.420 -0.373 0.185 0.194 0.022 -0.60
N 4.094 1.591 0.437 0.071 0.012 0.109 -0.60
C 3.181 0.611 0.289 -0.361 -0.298 -0.187 0.33
S 3.015 -0.496 1.642 -0.006 -0.156 0.200 0.27
C 1.833 -1.709 0.962 0.310 0.026 0.151 -0.63
C 0.682 -1.974 1.925 0.313 0.124 -0.145 0.67
O 0.661 -3.030 2.532 0.107 -0.425 0.062 -0.63
N -0.265 -1.025 2.083 -0.188 0.075 0.297 -0.43
C -1.340 -1.324 3.023 0.087 -0.187 0.215 -0.26
C -2.631 -1.708 2.351 -0.113 0.023 0.095 -0.05
C -2.661 -2.786 1.473 -0.002 0.024 0.043 -0.16
C -3.839 -3.148 0.847 0.053 -0.053 -0.040 -0.22
C -5.004 -2.442 1.097 -0.119 0.034 -0.023 -0.22
C -4.986 -1.376 1.980 -0.129 0.015 -0.033 -0.21
C -3.805 -1.010 2.602 0.126 -0.067 0.045 -0.22
C -0.339 0.196 1.289 -0.090 0.275 -0.368 -0.05
C -0.791 1.396 2.119 0.215 -0.214 -0.102 -0.62
C -1.243 0.015 0.066 0.198 0.088 0.129 -0.62
N 2.444 0.470 -0.761 -0.038 -0.272 0.244 -0.58
H -0.164 1.669 -4.900 -0.128 -0.019 -0.008 0.20
H 0.960 2.329 -6.087 -0.055 0.016 -0.117 0.21
H 1.078 0.636 -5.609 -0.023 -0.110 -0.071 0.20
H 1.604 3.044 -3.802 0.096 0.054 0.004 0.20
H 2.848 2.009 -4.513 0.051 0.095 0.031 0.20
H 0.675 1.069 -2.580 -0.005 -0.066 0.039 0.22
H 1.910 0.047 -3.285 -0.039 -0.037 0.056 0.23
H 3.640 3.072 -2.528 0.009 0.075 -0.095 0.24
H 4.649 1.655 1.282 -0.018 0.055 -0.140 0.43
H 1.530 -1.323 -0.011 -0.034 -0.023 0.021 0.29
H 2.378 -2.646 0.851 -0.176 0.099 -0.019 0.26
H -1.491 -0.471 3.686 -0.018 -0.043 -0.029 0.20
H -0.985 -2.171 3.620 -0.082 0.252 -0.034 0.26
H -1.753 -3.343 1.292 0.125 -0.075 -0.029 0.22
H -3.851 -3.987 0.167 0.001 -0.074 -0.054 0.21
H -5.925 -2.725 0.609 -0.075 -0.022 -0.040 0.21
H -5.894 -0.827 2.184 -0.075 0.041 0.008 0.21
H -3.799 -0.179 3.294 0.035 0.092 0.059 0.21
H 0.666 0.418 0.931 -0.143 -0.086 0.055 0.22
H -0.209 1.470 3.035 0.027 0.045 0.115 0.22
H -1.847 1.335 2.364 -0.137 0.022 0.066 0.21
H -0.631 2.303 1.541 -0.021 0.087 -0.054 0.22
H -0.943 -0.859 -0.506 0.021 -0.089 -0.103 0.21
H -1.167 0.892 -0.572 -0.008 0.119 -0.120 0.21
H -2.281 -0.109 0.363 -0.098 -0.005 -0.034 0.22


[3]
45
Properties=species:S:1:pos:R:3:forces:R:3:lowdin_spin:R:1 method="wB97M-V/def2-TZVPD" homo_ev="-6.614 / -6.088" total_energy_ha=-2861.1972 gap_ev="6.784 / 6.256" multiplicity=2
V 0.332 0.211 -0.224 -0.009 0.946 0.708 0.93
O 2.733 0.005 2.540 0.058 -0.132 -0.016 0.00
P 1.495 1.005 2.267 -0.073 0.014 -0.078 0.00
O 1.463 2.092 3.232 -0.070 0.023 -0.095 0.00
O 0.304 0.170 1.842 0.532 0.222 0.090 0.01
O 1.993 1.664 0.738 0.178 -0.643 -0.252 0.00
P 2.960 0.823 -0.230 -0.140 0.179 0.002 0.00
O 4.427 0.899 0.333 0.006 -0.073 0.267 0.00
O 3.025 1.681 -1.527 0.012 0.143 0.376 0.00
O 2.431 -0.574 -0.364 0.038 0.294 0.037 0.01
H 2.530 -0.882 2.205 -0.029 0.084 0.022 0.00
H 4.481 0.502 1.220 0.000 0.093 -0.100 0.00
N 3.216 0.169 -3.708 -0.249 0.006 -0.061 0.00
C 1.901 -0.218 -4.282 0.164 0.130 0.039 0.00
C 0.971 -0.661 -3.173 -0.188 0.096 0.239 0.00
N 0.387 0.461 -2.383 0.306 -0.012 -0.470 0.01
H 3.823 0.563 -4.417 -0.027 0.025 -0.056 0.00
H 3.680 -0.667 -3.365 -0.009 0.004 0.063 0.00
H 3.116 1.149 -2.388 0.135 -0.297 -0.233 0.00
H 2.003 -1.022 -5.011 0.050 -0.073 -0.044 0.00
H 1.487 0.646 -4.803 0.020 0.057 -0.047 0.00
H 1.510 -1.315 -2.493 -0.005 -0.093 0.128 0.00
H 0.150 -1.254 -3.566 -0.058 -0.007 -0.078 0.00
H -0.535 0.696 -2.732 -0.099 -0.052 0.017 0.00
H 0.951 1.298 -2.507 -0.030 0.021 -0.095 0.00
O 0.304 -2.962 -1.003 -0.096 0.111 -0.034 0.00
C -0.722 -2.579 -0.479 -0.089 0.199 0.033 0.00
C -1.791 -3.506 0.085 -0.155 0.139 0.014 0.00
C -2.837 -2.553 0.660 0.077 -0.072 -0.009 0.00
C -2.284 -1.182 0.340 0.311 0.217 -0.251 0.00
O -2.862 -0.125 0.613 -0.057 -0.139 0.013 0.00
N -1.078 -1.243 -0.298 -0.467 -1.336 -0.068 0.00
H -1.341 -4.172 0.821 0.014 0.028 0.005 0.00
H -2.168 -4.128 -0.726 -0.020 -0.018 -0.001 0.00
H -2.950 -2.624 1.742 -0.001 -0.018 0.017 0.00
H -3.829 -2.656 0.225 -0.021 -0.006 -0.023 0.00
C -2.422 3.662 0.388 -0.156 0.049 -0.019 0.00
C -1.131 2.886 0.463 -0.111 -0.432 -0.121 0.00
O -1.231 1.646 -0.287 0.079 0.356 0.068 0.01
H -2.325 4.599 0.942 -0.014 -0.072 -0.047 0.00
H -3.242 3.088 0.829 0.067 0.052 -0.036 0.00
H -2.678 3.892 -0.649 0.004 0.004 0.054 0.00
H -0.875 2.661 1.498 0.045 -0.061 0.104 0.00
H -0.307 3.445 0.028 0.103 0.020 -0.076 0.00
H -1.977 1.075 0.084 -0.027 0.022 0.013 0.00


[4]
10
Properties=species:S:1:pos:R:3:forces:R:3:nbo_charge:R:1 method="wB97M-V/def2-TZVPD" homo_ev=-10.787 total_energy_ha=-301.2948 gap_ev=11.595 smiles=Cc1cnon1
C 1.392 -0.174 0.014 0.603 -7.279 2.077 -0.63
C -0.145 -0.255 -0.123 4.950 -5.821 0.326 0.10
C -0.952 0.817 -0.036 10.562 8.857 -1.152 -0.09
N -2.044 0.472 0.022 -14.351 -1.831 0.915 -0.07
O -2.120 -0.811 0.019 -1.531 -3.489 -0.062 -0.13
N -0.880 -1.392 -0.076 1.340 3.745 -0.058 -0.08
H 1.766 -0.525 1.098 -1.231 1.465 -2.045 0.24
H 1.592 0.740 -0.240 1.708 5.425 -0.722 0.20
H 2.205 -0.829 -0.570 -2.645 0.965 0.447 0.24
H -0.815 1.956 -0.108 0.596 -2.037 0.274 0.23


[5]
8
Properties=species:S:1:pos:R:3:forces:R:3:lowdin_spin:R:1 method="wB97M-V/def2-TZVPD" homo_ev="-5.174 / -9.324" total_energy_ha=-974.0460 gap_ev="5.980 / 5.855" multiplicity=3
C -0.554 0.385 -0.393 1.216 -0.405 0.334 0.20
C 0.984 -1.317 0.474 1.996 -0.182 1.446 0.18
F 0.745 -2.569 0.104 -0.424 -2.085 -1.275 0.02
S 1.110 -0.066 -0.838 1.065 0.988 -1.308 0.75
S -0.477 -0.605 1.152 -0.841 0.300 2.650 0.84
H -0.713 1.391 -0.212 0.402 2.238 0.799 0.01
H -1.337 0.174 -1.003 -2.057 -1.619 -2.193 0.01
H 1.940 -1.423 1.092 -1.356 0.765 -0.453 0.00


[6]
48
Properties=species:S:1:pos:R:3:forces:R:3:nbo_charge:R:1 method="wB97M-V/def2-TZVPD" homo_ev=-8.251 total_energy_ha=-1091.4964 gap_ev=8.567 smiles="C=CCNC=C.O.O.O.O.O.O.O.O.O.O.O"
C 2.168 -0.565 1.922 0.592 1.438 0.270 -0.39
C 1.091 -0.760 2.689 1.440 -0.120 -0.715 -0.22
C 0.367 -2.055 2.777 -0.508 -1.250 0.908 -0.25
N -1.084 -1.884 2.629 0.893 -1.575 -1.610 -0.61
C -1.656 -2.108 1.359 -1.065 0.367 1.050 0.02
C -2.822 -1.546 0.972 -0.041 -0.226 0.102 -0.55
H 2.715 0.425 1.889 -0.871 -1.167 0.259 0.22
H 2.647 -1.302 1.282 -0.393 -0.242 0.131 0.19
H 0.731 0.049 3.309 -0.065 0.024 0.082 0.21
H 0.683 -2.781 2.006 0.120 0.394 0.345 0.19
H 0.539 -2.561 3.783 -0.011 0.651 -1.098 0.20
H -1.376 -1.101 3.144 -0.898 1.034 0.360 0.38
H -1.126 -2.857 0.744 -0.363 0.549 0.388 0.20
H -3.370 -0.812 1.589 0.493 -0.511 -0.186 0.19
H -3.326 -1.801 0.039 0.394 -0.096 0.227 0.20
O -0.475 -1.292 -3.673 0.819 -0.939 0.264 -0.98
H -1.193 -0.825 -3.227 -0.591 0.327 0.206 0.51
H -0.186 -1.957 -3.009 -0.096 0.458 -0.494 0.50
O -0.734 3.196 0.344 -0.506 0.556 -0.100 -1.01
H -1.024 2.418 0.837 -0.003 0.163 0.182 0.47
H -0.616 2.867 -0.556 -0.125 0.272 -0.297 0.49
O -0.309 2.240 -2.144 3.714 1.313 -0.816 -1.01
H -1.048 1.732 -2.318 -2.962 -1.586 -0.502 0.49
H 0.386 1.768 -2.709 -0.809 0.808 0.707 0.51
O 1.075 2.651 2.197 0.651 -0.310 0.781 -0.97
H 0.653 3.416 1.806 -0.242 0.358 -0.301 0.50
H 0.318 2.113 2.484 0.121 0.111 -0.073 0.50
O 0.810 -2.193 -0.973 -1.409 0.788 -0.973 -1.00
H 1.545 -1.575 -1.137 0.753 0.584 -0.307 0.51
H 1.192 -2.892 -0.500 0.770 -1.727 1.038 0.48
O -2.110 0.271 -2.236 -2.605 -0.250 -0.242 -1.02
H -3.099 0.158 -2.106 1.902 0.247 -0.259 0.50
H -1.691 0.113 -1.364 0.221 -0.127 0.546 0.52
O 1.333 0.632 -3.546 -0.351 -0.388 -0.217 -1.00
H 1.665 0.835 -4.417 0.242 0.232 -0.386 0.49
H 0.663 -0.105 -3.692 0.183 0.092 0.157 0.52
O 2.706 -0.429 -1.494 0.527 -2.065 -2.333 -0.99
H 2.391 -0.056 -2.352 0.320 -0.437 0.293 0.50
H 2.494 0.272 -0.936 -0.494 2.294 2.172 0.50
O -1.211 1.185 2.104 2.107 -0.654 -0.128 -1.00
H -1.058 0.542 1.363 -0.047 -0.030 0.119 0.53
H -2.120 1.282 2.196 -2.614 0.250 0.331 0.48
O -0.594 -0.078 -0.137 0.667 1.361 -0.251 -1.03
H -0.229 -0.956 -0.275 0.122 -0.904 0.031 0.52
H 0.217 0.500 -0.281 -0.498 -0.021 0.199 0.52
O 1.494 1.581 -0.215 -0.249 1.338 -1.447 -1.03
H 1.457 1.973 0.690 -0.063 0.131 0.012 0.52
H 1.118 2.276 -0.857 0.826 -1.516 1.575 0.51